(1)
Here is a molecular structure, Br2H8O4Zn in a non-equilibrium geometry from the Open Molecules 2025 dataset. Energies are from wB97M-V/def2-TZVPD.

XYZ file:
```
15
Properties=species:S:1:pos:R:3:forces:R:3
Zn -0.74708 -0.20244 -0.41370 -1.40 -0.25 -0.52
Br -3.17134 -2.96156 0.69089 0.94 0.95 -0.29
Br -2.94859 1.38812 -3.00633 0.94 -0.52 1.00
O 1.66054 -0.79384 1.73330 -0.28 0.21 -0.34
H 2.61647 -0.76634 1.69243 0.25 0.01 -0.09
H 1.46811 -1.20828 2.57440 -0.19 -0.17 0.22
O -1.89891 1.36298 1.88545 0.38 -0.23 -0.35
H -2.02267 0.96555 2.74740 -0.07 -0.30 0.18
H -2.23167 2.25521 1.98255 -0.12 0.28 -0.18
O 0.66624 -2.15644 -2.13861 -0.05 0.47 0.47
H 0.46528 -2.87506 -2.73813 -0.35 -0.21 -0.11
H 1.57751 -1.93328 -2.32841 0.26 0.11 -0.05
O 1.33797 1.97033 -0.95974 -0.26 -0.53 0.07
H 1.02896 2.85416 -1.15871 -0.29 0.23 -0.17
H 2.19913 2.10088 -0.56274 0.23 -0.06 0.17
```
Positions in Å, forces in eV/Å.

Orbital gap = 4.21 eV
E_tot = -196819.366 eV
Relative energy (zero: lowest compared OMol25 entry of this formula, charge and spin) = 629.7 kJ/mol


(2)
Here is a gas-phase ion, C4H7N2O2 (charge +1) in a non-equilibrium geometry from the Open Molecules 2025 dataset. Energies are from wB97M-V/def2-TZVPD.

XYZ file:
```
15
Properties=species:S:1:pos:R:3:forces:R:3
C 1.77170 -1.26808 0.71264 0.70 -2.13 -1.53
C 1.63733 -0.60815 -0.40912 -0.14 -0.49 0.94
C 1.25178 -0.40533 -1.62302 -1.90 1.01 -0.35
O -0.02662 0.04723 -2.07991 2.09 0.05 0.86
N -0.98549 0.24461 -1.16179 -2.33 -0.12 0.95
C -0.90450 0.71447 0.00807 2.09 -0.97 -0.58
N -2.26765 0.75502 0.74997 2.87 2.34 3.13
O 0.12982 1.17576 0.73756 -0.66 0.20 0.20
H 2.49057 -0.99253 1.47766 -0.61 -0.08 0.38
H 1.41613 -2.33528 0.49504 0.59 1.33 1.38
H 1.90577 -0.59352 -2.41420 0.60 -0.09 -1.47
H -2.98363 0.16578 0.29522 0.17 0.84 -0.13
H -2.39060 1.85940 0.88067 -0.79 -2.92 -0.66
H -2.12705 0.43180 1.82234 -0.26 0.55 -3.04
H 1.08242 0.80882 0.50887 -2.42 0.47 -0.07
```
Positions in Å, forces in eV/Å.

Orbital gap = 9.33 eV
E_tot = -11323.889 eV
Charge = +1
Relative energy (zero: lowest compared OMol25 entry of this formula, charge and spin) = 563.1 kJ/mol
Structure (SMILES) = C=C=CO/N=C(/[NH3+])O


(3)
Here is a single C19H24N2O5S molecule from the Open Molecules 2025 dataset. Energies are from wB97M-V/def2-TZVPD.

XYZ file:
```
51
Properties=species:S:1:pos:R:3:forces:R:3
C -6.14299 -0.37693 -2.43051 -0.07 -0.02 -0.25
O -5.69496 -0.26644 -1.09987 0.28 0.02 0.35
C -4.36491 -0.31066 -0.85610 -0.03 0.00 0.05
C -3.37927 -0.44473 -1.82152 -0.30 0.03 0.07
C -2.03738 -0.48014 -1.46059 0.26 -0.04 0.08
C -1.69719 -0.38101 -0.13379 0.59 -0.13 -0.19
S 0.00689 -0.37728 0.38336 -0.34 0.50 -0.10
O 0.15365 -1.18356 1.55814 -0.17 0.09 0.21
O 0.82886 -0.67259 -0.76454 -0.47 0.07 -0.10
N 0.20373 1.20646 0.83397 0.02 -0.92 -0.25
C 0.65557 1.56078 2.15468 0.04 -0.14 0.37
C 0.32975 2.19366 -0.20881 -0.06 0.29 -0.21
C 1.79060 2.60030 -0.47709 -0.41 -0.16 -0.03
O 2.17512 3.74613 -0.34999 -0.02 0.35 0.10
N 2.55921 1.57285 -0.86051 0.28 -0.40 -0.13
C 3.98260 1.69149 -1.06837 0.22 0.23 0.14
C 4.77242 0.95514 0.02559 -0.15 0.05 -0.25
C 4.40515 -0.50250 0.04343 0.12 0.10 0.19
C 4.94826 -1.37351 -0.89325 -0.02 -0.01 -0.01
C 4.56770 -2.70245 -0.92129 0.03 -0.05 -0.12
C 3.63455 -3.17702 -0.01471 -0.04 -0.10 0.06
C 3.09154 -2.31967 0.92541 0.00 -0.11 0.03
C 3.47672 -0.99133 0.95214 0.12 -0.03 -0.01
C -2.65977 -0.24493 0.85563 -0.41 0.00 0.18
C -3.99915 -0.21180 0.51293 0.10 0.02 -0.04
O -5.02680 -0.08875 1.38495 0.00 -0.04 -0.37
C -4.72812 -0.00585 2.75932 0.04 0.01 0.21
H -5.84767 -1.33195 -2.87600 0.01 0.04 0.02
H -5.77127 0.44538 -3.04986 0.00 -0.04 0.03
H -7.22902 -0.32481 -2.37689 0.08 -0.01 -0.05
H -3.64234 -0.52586 -2.86338 -0.07 0.00 -0.08
H -1.26235 -0.59759 -2.20014 0.06 -0.01 -0.13
H 0.61981 0.65700 2.75791 0.08 0.15 0.20
H -0.00393 2.31914 2.58469 0.03 -0.01 -0.01
H 1.67713 1.95149 2.14116 0.01 -0.02 -0.01
H -0.10123 1.76566 -1.11568 -0.02 0.22 -0.10
H -0.23022 3.09346 0.06888 0.12 -0.11 -0.08
H 2.15249 0.64265 -0.90813 0.00 0.20 -0.02
H 4.22231 2.75768 -1.05733 0.00 -0.15 -0.10
H 4.23280 1.27176 -2.04750 0.04 0.08 0.05
H 4.54978 1.41206 0.99145 0.04 0.03 0.00
H 5.83801 1.07724 -0.17796 0.02 0.02 0.05
H 5.67499 -1.00542 -1.60457 0.08 0.04 -0.07
H 4.99709 -3.36906 -1.65567 0.03 -0.05 -0.05
H 3.33180 -4.21347 -0.04293 -0.02 -0.08 0.01
H 2.35214 -2.67205 1.62749 -0.07 -0.05 0.05
H 3.04406 -0.32852 1.68791 -0.03 0.12 0.09
H -2.32485 -0.18499 1.87699 -0.13 0.03 0.23
H -4.19989 -0.89778 3.10966 -0.01 0.03 -0.02
H -5.69094 0.06662 3.26239 0.11 0.00 0.01
H -4.13127 0.88296 2.98674 -0.01 -0.03 -0.02
```
Positions in Å, forces in eV/Å.

Orbital gap = 9.23 eV
E_tot = -44144.868 eV
Relative energy (zero: lowest compared OMol25 entry of this formula, charge and spin) = 277.3 kJ/mol
Structure (SMILES) = COc1ccc(S(=O)(=O)N(C)CC(=O)NCCc2ccccc2)cc1OC


(4)
Here is 12 unconnected molecules or ions with the total composition C6H35NO12 in a non-equilibrium geometry from the Open Molecules 2025 dataset. Energies are from wB97M-V/def2-TZVPD.

XYZ file:
```
54
Properties=species:S:1:pos:R:3:forces:R:3
C -0.24297 -1.93922 1.47340 0.07 0.69 -0.70
C 1.07357 -2.24523 2.17190 -0.13 -0.38 0.10
C 2.21356 -2.73473 1.24528 -0.73 0.68 0.89
C 3.03023 -1.70420 0.47019 0.56 -0.92 -0.98
C 2.44750 -1.01058 -0.78796 -1.00 0.15 0.91
N 2.98105 0.32683 -0.95129 -0.44 0.48 0.02
C 2.27619 1.42768 -1.39185 1.45 -1.36 0.50
O 2.86200 2.31940 -1.96427 -0.81 0.66 0.05
H -0.70782 -2.83270 1.04957 0.11 -0.01 0.08
H -0.97727 -1.46929 2.12823 0.03 -0.06 0.16
H -0.11911 -1.24905 0.62624 -0.10 -0.13 0.24
H 0.82460 -3.06944 2.86016 0.41 0.19 0.00
H 1.43712 -1.42308 2.80182 -0.17 0.03 -0.18
H 1.75709 -3.42324 0.54299 0.22 -0.58 -0.07
H 2.91263 -3.21560 1.94716 -0.07 -0.33 -0.66
H 3.52138 -1.02747 1.16901 -0.15 0.34 -0.18
H 3.80767 -2.31660 -0.00704 0.45 0.15 0.61
H 2.67677 -1.59976 -1.68262 -0.02 -0.09 0.15
H 1.33934 -0.97785 -0.73428 0.60 0.32 -0.09
H 3.98138 0.45023 -1.01668 0.03 -0.23 -0.26
H 1.22584 1.35034 -1.08482 -0.30 0.41 -0.50
O -3.28913 0.55675 -2.65116 0.71 -0.12 0.02
H -3.73119 0.95980 -3.39695 -0.50 0.11 0.02
H -3.83650 0.62545 -1.86242 -0.31 0.11 -0.07
O -0.63840 1.69760 -2.59258 1.22 -0.91 0.85
H -1.39276 1.19838 -2.91436 -0.49 0.58 -0.42
H -0.52535 2.61520 -2.82937 -0.59 0.08 -0.56
O -0.20746 -2.60144 -2.51577 -2.94 -0.14 -0.80
H -0.24192 -3.33896 -1.92651 1.38 0.03 0.43
H 0.40477 -1.97408 -2.86920 1.62 -0.08 0.05
O -0.18649 3.57803 0.66491 -0.43 -0.54 -0.01
H 0.43975 2.84632 0.69810 0.30 0.27 0.07
H -1.00631 3.09178 0.88790 0.99 0.80 -0.17
O 1.07792 -0.77074 -4.08546 -0.33 0.14 0.39
H 2.02600 -0.83394 -4.18917 0.37 0.03 -0.10
H 0.92756 0.05737 -3.60588 -0.07 0.11 -0.14
O -0.01811 0.35263 4.98653 0.81 0.38 1.81
H -0.78553 -0.17190 4.84571 -0.76 -0.46 -0.62
H 0.36634 0.64217 4.17727 -0.11 0.03 -1.35
O -2.59400 2.84477 -0.69149 -1.40 -0.69 1.03
H -2.27730 3.74084 -0.75703 0.61 -0.01 -0.80
H -2.32926 2.20873 -1.36167 0.68 0.68 -0.41
O -2.37292 -1.90373 -1.06913 -0.12 -0.49 0.53
H -1.97464 -1.98255 -1.94549 0.02 0.37 0.05
H -2.93504 -1.13119 -1.00089 0.05 0.04 -0.24
O -3.89011 0.05905 0.59104 0.12 -0.06 -1.06
H -4.23982 0.91443 0.85065 0.08 -0.07 0.60
H -3.87639 -0.56261 1.32039 -0.12 0.28 0.25
O 1.62712 1.91532 2.94900 -2.02 -0.26 -0.89
H 2.30046 1.93354 2.27386 0.87 -0.01 0.79
H 1.83018 1.92801 3.87479 1.29 0.25 0.19
O -2.42991 2.38048 2.03137 -0.05 -0.47 0.50
H -2.16232 2.15253 1.13017 -0.82 -0.06 -0.01
H -2.38000 3.33549 2.11767 -0.06 0.06 -0.02
```
Positions in Å, forces in eV/Å.

Orbital gap = 9.81 eV
E_tot = -32849.194 eV
Relative energy (zero: lowest compared OMol25 entry of this formula, charge and spin) = 425.5 kJ/mol
Structure (SMILES) = CCCCCNC=O.O.O.O.O.O.O.O.O.O.O.O


(5)
Here is a molecular structure, C29H40N4PtS2Si2Te from the Open Molecules 2025 dataset. Energies are from wB97M-V/def2-TZVPD.

XYZ file:
```
79
Properties=species:S:1:pos:R:3:forces:R:3
Pt 0.85458 0.48562 -0.45210 -0.17 0.01 0.21
C -2.40865 4.95668 -1.24594 -0.01 0.00 0.06
S -2.88589 3.25187 -0.90926 0.12 -0.05 -0.02
C -1.33365 2.47519 -0.69266 -0.44 0.21 0.04
S -1.43610 0.74643 -0.59676 0.47 -0.11 -0.10
N -0.27620 3.23098 -0.59272 0.05 -0.09 -0.07
N 0.85663 2.47560 -0.44673 -0.11 0.04 -0.04
C 1.99542 3.05847 -0.35857 0.11 0.03 0.02
C 3.15830 2.18032 -0.26503 0.01 0.02 -0.02
C 4.45843 2.64670 -0.17192 0.00 -0.04 0.03
C 5.49892 1.73038 -0.13010 0.00 0.05 0.01
C 5.21088 0.37881 -0.17481 0.00 -0.06 0.00
C 3.88661 -0.02378 -0.25515 0.01 0.00 0.03
N 2.88968 0.85241 -0.30373 0.03 0.00 -0.10
H -3.33833 5.52240 -1.27744 0.00 -0.01 -0.01
H -1.90339 5.02607 -2.20591 0.03 0.01 0.02
H -1.76905 5.34119 -0.45744 -0.01 0.00 0.00
H 2.07661 4.13779 -0.37325 0.00 0.02 -0.03
H 4.64385 3.71108 -0.13262 0.00 0.00 -0.02
H 6.52275 2.07293 -0.06319 0.00 0.00 0.00
H 5.99184 -0.36740 -0.14966 0.00 0.01 0.01
H 3.59660 -1.06621 -0.27720 0.00 0.00 -0.02
C -0.52690 -6.11289 0.99937 0.00 0.03 0.03
Si -2.36601 -5.94638 1.28430 -0.01 -0.02 -0.04
C -2.89948 -7.23679 2.54333 -0.02 0.00 -0.03
C -3.29403 -6.20786 -0.32540 0.04 0.02 0.00
C -2.77871 -4.24841 1.95812 -0.01 0.02 0.05
Te -1.94129 -2.61164 0.83492 -0.09 -0.07 -0.04
C -3.75375 -2.33059 -0.28824 -0.05 -0.07 0.03
Si -5.18704 -1.45475 0.56386 -0.02 0.05 0.00
C -5.28263 -1.81115 2.40514 0.03 -0.03 -0.02
C -5.01651 0.39632 0.33472 0.02 -0.04 0.05
C -6.77114 -2.05345 -0.25341 0.00 0.06 0.01
H -0.25544 -7.14820 0.77919 0.00 0.00 -0.01
H 0.03726 -5.80378 1.88356 -0.01 -0.02 0.01
H -0.19284 -5.48935 0.16735 -0.01 -0.01 0.02
H -2.69819 -8.24499 2.17235 0.00 0.00 0.01
H -3.96589 -7.17224 2.77106 0.00 0.01 -0.01
H -2.34967 -7.11214 3.47946 -0.01 0.00 0.00
H -3.16852 -7.23007 -0.69011 0.01 0.01 0.00
H -2.91856 -5.53100 -1.09736 -0.01 0.00 0.01
H -4.36488 -6.02564 -0.20585 0.00 -0.01 0.01
H -2.45669 -4.14534 2.99663 0.03 0.05 -0.02
H -3.85488 -4.06754 1.94608 0.00 -0.05 0.05
H -4.04808 -3.32684 -0.62651 0.03 0.01 -0.01
H -3.45799 -1.77360 -1.18093 -0.03 0.02 0.00
H -4.29168 -1.76211 2.86216 -0.02 0.02 0.01
H -5.70935 -2.79310 2.62087 0.01 0.00 -0.01
H -5.91345 -1.06344 2.89190 -0.02 -0.01 -0.02
H -4.04815 0.73772 0.70608 -0.01 0.01 0.02
H -5.79311 0.92631 0.89182 -0.02 0.00 -0.03
H -5.09123 0.68678 -0.71565 0.02 -0.01 0.00
H -6.91020 -3.12667 -0.10188 0.01 0.00 0.00
H -6.75144 -1.86780 -1.33005 0.00 -0.01 0.00
H -7.64648 -1.54272 0.15560 0.00 -0.01 0.00
N 1.05383 -1.48361 -0.32616 0.14 0.00 -0.15
C 1.44238 -2.21158 -1.28768 -0.07 -0.01 0.17
C 1.85369 -3.62968 -1.01120 -0.01 0.02 -0.03
C 2.48344 -3.94154 0.19102 -0.05 -0.01 0.03
C 2.90979 -5.23505 0.44978 -0.02 0.00 0.01
C 2.69771 -6.23800 -0.48639 0.02 -0.01 0.00
C 2.05241 -5.94133 -1.67824 0.01 0.00 -0.02
C 1.64147 -4.64276 -1.94328 0.02 0.01 0.00
C 1.60373 -1.74870 -2.70735 -0.05 0.05 -0.05
C 0.59630 -1.02305 -3.33995 0.02 -0.08 -0.01
C 0.77770 -0.54341 -4.62815 -0.01 0.01 0.01
C 1.97160 -0.77526 -5.29820 0.01 0.00 -0.01
C 2.97637 -1.50651 -4.68061 0.00 0.00 -0.02
C 2.78702 -2.00098 -3.39788 0.02 0.02 0.02
H 2.61596 -3.15448 0.92394 0.00 0.00 -0.01
H 3.40105 -5.46424 1.38750 0.01 0.00 -0.01
H 3.02996 -7.24883 -0.28550 -0.01 0.00 0.00
H 1.87035 -6.72290 -2.40533 0.00 0.01 0.00
H 1.15107 -4.41049 -2.88103 0.00 -0.01 0.00
H -0.33614 -0.84812 -2.81924 0.00 0.03 0.01
H -0.01526 0.01580 -5.10896 0.00 -0.02 0.00
H 2.11403 -0.39689 -6.30264 0.00 0.00 0.01
H 3.90568 -1.70036 -5.20187 0.00 0.01 0.01
H 3.56668 -2.58732 -2.92435 -0.01 -0.01 0.00
```
Positions in Å, forces in eV/Å.

Orbital gap = 5.70 eV
E_tot = -84650.338 eV
Relative energy (zero: lowest compared OMol25 entry of this formula, charge and spin) = 17.7 kJ/mol


> Which of these has the lowest relative energy (zero: lowest compared OMol25 entry of this formula, charge and spin)?

C29H40N4PtS2Si2Te